Entry 1:
{
  "formula": "C4H14N2O",
  "method": "the ωB97M-V functional and the def2-TZVPD basis",
  "spin_multiplicity": 2,
  "energy_ha": -345.19057,
  "s_squared": 0.76,
  "lumo_ev": [-3.304, -8.723],
  "charge": 1,
  "symbols": ["C", "N", "C", "C", "C", "N", "H", "H", "H", "H", "H", "H", "H", "H", "H", "H", "H", "H", "H", "H", "O"],
  "coordinates": [[1.16, -0.64, 1.13], [2.59, -0.71, 0.96], [0.54, 0.23, -0.03], [-0.98, 0.27, 0.24], [-1.37, 1.68, 0.72], [-2.76, 1.81, 1.08], [0.90, -0.30, 2.12], [0.78, -1.66, 1.21], [2.79, -1.16, 0.08], [3.11, 0.15, 1.12], [0.80, -0.29, -0.96], [1.00, 1.20, 0.07], [-1.43, -0.51, 0.85], [-1.40, -0.14, -0.68], [-0.80, 1.80, 1.64], [-1.07, 2.42, -0.02], [-3.19, 0.91, 1.31], [-3.36, 2.22, 0.39], [1.31, -2.92, -3.31], [0.24, -2.02, -3.85], [1.12, -2.35, -4.07]]
}

=====

Entry 2:
{
  "formula": "C4H14N2O",
  "method": "the ωB97M-V functional and the def2-TZVPD basis",
  "spin_multiplicity": 2,
  "energy_ha": -345.20133,
  "s_squared": 0.76,
  "lumo_ev": [-2.971, -7.940],
  "charge": 1,
  "symbols": ["C", "N", "C", "C", "N", "C", "H", "H", "H", "H", "H", "H", "H", "H", "H", "H", "H", "H", "H", "H", "O"],
  "coordinates": [[1.16, 2.37, -1.22], [0.11, 1.40, -0.96], [0.45, 0.43, 0.09], [0.20, -1.07, -0.19], [1.37, -1.71, -0.65], [1.69, -3.08, -0.33], [0.96, 3.03, -2.04], [2.13, 1.91, -1.39], [1.33, 2.95, -0.33], [-0.06, 0.89, -1.82], [1.41, 0.71, 0.52], [-0.27, 0.68, 0.89], [-0.19, -1.46, 0.73], [-0.59, -1.15, -0.95], [1.56, -1.49, -1.62], [2.75, -3.29, -0.38], [1.42, -3.27, 0.70], [1.11, -3.76, -0.96], [-6.07, 2.00, 3.87], [-5.11, 2.30, 2.70], [-5.38, 1.61, 3.32]]
}

=====

Entry 3:
{
  "formula": "C4H14N2O",
  "method": "the ωB97M-V functional and the def2-TZVPD basis",
  "spin_multiplicity": 2,
  "energy_ha": -345.19109,
  "s_squared": 0.75,
  "lumo_ev": [-3.786, -3.792],
  "charge": 1,
  "symbols": ["C", "C", "C", "C", "N", "N", "H", "H", "H", "H", "H", "H", "H", "H", "H", "H", "H", "H", "H", "H", "O"],
  "coordinates": [[1.67, -0.17, -0.55], [0.32, 0.01, -1.27], [-0.73, -1.17, -0.99], [-2.54, -1.43, 0.72], [-1.72, -0.68, 0.03], [2.43, 1.22, -0.53], [1.53, -0.38, 0.58], [2.42, -0.87, -0.97], [-0.06, 1.03, -1.06], [0.52, 0.12, -2.33], [-1.28, -1.28, -2.00], [-0.16, -2.13, -0.73], [-2.56, -2.49, 0.39], [-3.04, -0.85, 1.47], [-1.58, 0.27, 0.24], [2.97, 1.37, -1.39], [3.04, 1.25, 0.31], [1.71, 2.04, -0.46], [0.53, 1.13, 2.82], [-0.58, 2.26, 2.56], [-0.11, 1.42, 2.07]]
}

=====

> Which formula does entry 3 have?

C4H14N2O

=====

What did the third record say?
{
  "formula": "C4H14N2O",
  "method": "the ωB97M-V functional and the def2-TZVPD basis",
  "spin_multiplicity": 2,
  "energy_ha": -345.19109,
  "s_squared": 0.75,
  "lumo_ev": [-3.786, -3.792],
  "charge": 1,
  "symbols": ["C", "C", "C", "C", "N", "N", "H", "H", "H", "H", "H", "H", "H", "H", "H", "H", "H", "H", "H", "H", "O"],
  "coordinates": [[1.67, -0.17, -0.55], [0.32, 0.01, -1.27], [-0.73, -1.17, -0.99], [-2.54, -1.43, 0.72], [-1.72, -0.68, 0.03], [2.43, 1.22, -0.53], [1.53, -0.38, 0.58], [2.42, -0.87, -0.97], [-0.06, 1.03, -1.06], [0.52, 0.12, -2.33], [-1.28, -1.28, -2.00], [-0.16, -2.13, -0.73], [-2.56, -2.49, 0.39], [-3.04, -0.85, 1.47], [-1.58, 0.27, 0.24], [2.97, 1.37, -1.39], [3.04, 1.25, 0.31], [1.71, 2.04, -0.46], [0.53, 1.13, 2.82], [-0.58, 2.26, 2.56], [-0.11, 1.42, 2.07]]
}